(1)
17
Properties=species:S:1:pos:R:3 method="wB97M-V/def2-TZVPD" homo_lumo_gap_ev=9.859 total_charge=+1 largest_force_ev_per_a=0.66
S -1.69573 1.67599 0.09936
N 0.81879 -2.95276 -1.76904
N 0.69965 -0.46421 0.97572
C -1.31795 3.32978 0.79637
C 1.23241 -1.55237 0.13566
C 0.45984 -2.04595 -0.83646
H -0.55339 -1.65704 -0.93222
H 1.71016 -3.41511 -1.68138
H 2.26200 -1.79660 0.33058
H -2.08223 4.00769 0.44495
H -0.33342 3.64565 0.47847
H 1.22424 0.40385 0.84823
H 0.09770 -3.48012 -2.23155
H -1.39462 3.23126 1.87321
H -1.56915 2.01414 -1.18663
H -0.26290 -0.22852 0.68626
H 0.70459 -0.71566 1.96848


(2)
23
Properties=species:S:1:pos:R:3 method="wB97M-V/def2-TZVPD" smiles="O[C@@H]1[C@H](O)CO[C@H]1c1c[nH]c(=S)[nH]1" homo_lumo_gap_ev=7.980 total_charge=0 largest_force_ev_per_a=2.52
S 1.78075 -1.69517 4.19400
O 0.37937 -1.83128 -1.57939
O -0.03647 1.61731 -0.83451
O -0.68179 -0.20960 -3.32477
N 1.23924 -0.89717 1.62314
N 0.56473 0.49966 3.21664
C -1.25169 -0.12402 -1.99356
C -0.33551 -0.74950 -0.96592
C 0.28327 1.10838 2.00998
C -1.28697 1.29920 -1.49108
C 0.57994 0.36858 -0.44830
C 0.71532 0.23398 1.03144
C 1.13954 -0.73730 3.00961
H -1.47495 1.98305 -2.27939
H -0.15389 2.07869 1.82908
H -0.89736 -1.09856 -0.10022
H 1.57213 0.29319 -0.90990
H 0.57917 0.97128 4.11270
H -2.10847 1.40463 -0.77581
H -0.13337 -2.24217 -2.29490
H -2.25584 -0.52489 -1.91142
H 0.27050 -0.00448 -3.24342
H 1.51235 -1.74384 1.12599


(3)
84
Properties=species:S:1:pos:R:3 method="wB97M-V/def2-TZVPD" homo_lumo_gap_ev="5.088 / 4.671" total_charge=-2 s_squared=0.76 largest_force_ev_per_a=1.78 multiplicity=2
Sb -1.82426 0.46817 -4.14620
Y 0.38169 0.73978 -0.14753
Ge -1.64212 1.77536 2.33013
S 2.22536 -1.54166 -0.10980
S 3.21249 1.70972 -0.24210
F -3.02562 -0.83344 -3.31601
F -0.75427 1.77297 -5.03420
F -2.49480 -0.16762 -5.84873
F -0.41575 -0.79875 -4.37727
F -3.29518 1.70153 -4.09394
F -1.32587 1.18108 -2.42255
O -1.54823 -1.23443 0.88567
O 0.54564 -0.61390 2.27271
O -0.60955 -1.32259 -1.60843
N 0.54298 -2.45446 3.56990
N -1.84231 -3.16304 -2.03663
C -2.83981 3.21411 3.17306
C -5.04552 -0.74491 2.03764
C 5.46520 -1.54433 -2.46774
C 2.15580 2.41240 5.23288
C -3.80470 -1.77579 3.79755
C -3.17347 4.30578 2.38152
C 5.82821 -0.21078 -2.56599
C 1.32406 1.34545 5.51232
C -1.57088 -2.03550 -1.35501
C -0.17838 -3.51251 4.22778
C 4.35101 -1.89910 -1.72715
C -4.02020 4.28400 4.99697
C -2.84027 -0.78483 3.69230
C -0.12020 1.92204 3.65916
C -3.28462 3.22572 4.48913
C -3.09072 -3.87877 -1.93912
C 3.97252 0.40164 -1.11793
C -4.06708 0.22435 1.94064
C -4.91819 -1.76106 2.97478
C -4.33754 5.36205 4.18746
C -3.91342 5.36696 2.86823
C -0.94165 -3.57551 -3.09045
C 3.58771 -0.95710 -1.03816
C 1.74947 -2.00579 4.22956
C 0.20155 1.11041 4.73582
C 0.06380 -1.69657 2.55139
C -2.94514 0.24033 2.76448
C -2.42242 -1.68360 -0.13232
C -1.03694 -2.28571 1.67095
C -1.11326 2.42029 0.60480
C 0.74018 2.97956 3.38393
C 5.07179 0.73939 -1.90868
C 1.85508 3.23371 4.15782
H 6.69555 0.08833 -3.14871
H -3.04189 -2.50957 0.23804
H -2.81998 4.29913 1.35902
H -3.69393 -2.56440 4.53697
H -0.77485 -4.08680 3.52524
H -3.03359 -4.68363 -1.19438
H -3.05423 -0.82637 -0.38427
H -4.90252 6.19753 4.58649
H 4.05653 -2.94050 -1.66872
H -0.56456 -3.05372 1.03979
H 5.32653 1.78708 -1.99279
H -0.01725 -3.01351 -2.97674
H 0.53549 -4.18102 4.70952
H -3.32598 -4.31225 -2.91197
H 6.04199 -2.30958 -2.97612
H -3.04843 2.39006 5.13882
H -1.85592 -2.73519 2.25028
H -5.67121 -2.53898 3.04954
H 1.55295 0.68311 6.34217
H 2.18942 -1.22376 3.61578
H 0.52346 3.61016 2.52941
H -0.42687 0.26777 4.98687
H 3.04058 2.59819 5.83350
H 2.50256 4.06582 3.91596
H 2.45415 -2.83490 4.31944
H -0.73970 -4.64646 -2.99500
H -4.34614 4.27722 6.03384
H -1.35429 -3.35353 -4.07713
H -1.98238 -0.82691 4.34867
H -4.15536 6.20454 2.22366
H -4.15225 0.99898 1.18821
H -5.90677 -0.72060 1.37810
H 1.54058 -1.60011 5.22049
H -3.90258 -3.20433 -1.67804
H -0.84668 -3.11461 5.00237


(4)
41
Properties=species:S:1:pos:R:3 method="wB97M-V/def2-TZVPD" smiles="O=C(O)[C@H](Cc1c[nH]c2ccccc12)NC(=O)[C@@H]1CCCN1" homo_lumo_gap_ev=8.340 total_charge=0 largest_force_ev_per_a=8.72
O -0.87564 2.74966 1.95229
O -1.91536 1.60332 -0.48636
O 0.35657 3.24153 0.29638
N -1.05410 0.00587 0.83690
N 4.55936 1.44039 -0.73950
N -4.76232 0.59399 -0.17836
C 2.31381 0.75163 -0.63557
C 0.09004 0.82904 0.73620
C 3.19307 1.76377 -1.07215
C -0.22683 2.29605 0.98627
C 5.27900 -1.79421 0.72828
C 5.56595 -0.50376 0.22478
C 3.92068 -2.35181 0.69542
C -2.12672 0.48116 0.09331
C 0.80119 0.63731 -0.76497
C -5.00419 -1.91932 -0.36693
C 4.57045 0.16122 -0.22524
C 2.96899 -1.44809 0.38162
C -3.57191 0.01640 0.54591
C -4.05776 -1.57994 0.74600
C 3.15876 -0.22249 -0.17428
C -4.95641 -0.57602 -1.23786
H 0.23473 1.60984 -1.23494
H 6.72434 -0.40311 -0.22715
H -5.80781 -0.23244 -1.88156
H 5.22365 1.93475 -1.44721
H -3.02960 -2.05378 0.55144
H -4.20044 -1.73328 1.83918
H -1.24519 -1.00218 1.31791
H -5.90272 -2.40294 0.03890
H -3.57770 0.39307 1.61842
H -4.31087 1.33498 -0.75694
H 1.85806 -1.82109 0.16936
H 0.51144 -0.30025 -1.22677
H 6.21806 -2.51115 0.66115
H 0.19979 4.09822 0.40261
H 2.80516 2.77879 -1.49559
H -4.40381 -2.50687 -1.20884
H -4.14324 -0.65767 -1.94512
H 3.68616 -3.41363 0.85097
H 0.93335 0.71304 1.63201


(5)
200
Properties=species:S:1:pos:R:3 method="wB97M-V/def2-TZVPD" homo_lumo_gap_ev="9.005 / 6.368" total_charge=+9 s_squared=0.75 largest_force_ev_per_a=5.23 multiplicity=2
Br -25.55587 -13.90848 2.22537
O -23.51755 -18.13891 8.90307
O -27.18861 -22.42156 3.12394
O -20.51693 -11.38681 11.07069
N -28.18019 -7.43023 9.93207
N -25.81587 -15.32141 6.79900
N -28.12626 -9.04242 4.36331
N -32.93582 -18.78663 11.15609
N -32.14658 -20.87307 4.25817
N -26.50349 -23.72359 8.37730
N -30.03521 -9.79296 5.30711
N -20.53834 -9.03018 9.14477
N -25.62211 -20.27520 1.42943
N -31.54625 -18.08728 9.65498
N -23.62034 -18.79571 11.90587
N -24.38705 -23.48169 7.54912
N -27.56568 -9.47724 10.51782
C -31.35831 -17.31470 2.62356
C -27.56046 -8.19734 10.93800
C -26.79802 -17.50426 5.63017
C -25.57680 -23.97546 9.39533
C -21.21959 -10.39034 8.99482
C -30.21779 -16.37112 2.70933
C -31.59876 -22.93055 3.00002
C -30.52361 -18.19031 8.59910
C -27.86956 -10.29363 4.93408
C -27.95753 -23.89056 8.40962
C -21.13959 -8.16863 10.19612
C -24.26371 -23.75512 8.92751
C -23.51009 -14.91099 6.67698
C -26.47077 -14.19737 5.86552
C -31.80956 -20.61716 5.73007
C -23.78535 -19.71735 10.64093
C -24.81173 -20.79030 2.59728
C -29.03655 -10.71639 5.65077
C -24.19070 -17.43141 11.69346
C -32.97865 -23.01932 3.68782
C -23.39372 -23.08562 6.61126
C -23.77375 -14.80039 8.22270
C -25.72074 -23.48507 7.28990
C -27.00933 -10.60794 11.28158
C -23.68048 -23.55859 5.15958
C -31.24406 -18.41624 3.70914
C -22.09389 -18.69808 12.28549
C -29.43644 -8.72310 4.67775
C -21.60915 -11.06315 10.27884
C -26.06476 -11.44177 10.38958
C -24.38530 -19.45878 13.13967
C -33.94015 -19.60850 11.92858
C -25.35790 -18.75412 1.35501
C -27.07212 -20.48072 1.67876
C -27.62709 -18.76908 5.79559
C -27.60182 -22.01824 1.86574
C -32.32623 -19.52388 3.49221
C -26.73651 -16.58949 6.94604
C -27.25876 -8.28838 3.55154
C -20.66212 -8.23904 7.82125
C -24.49833 -15.87733 6.14835
C -32.10737 -19.21800 10.19533
C -31.84426 -16.95767 10.40967
C -31.46321 -9.93843 5.61308
C -28.51230 -8.29939 8.90372
C -19.08111 -9.26387 9.51061
C -32.77848 -17.38965 11.28052
C -30.94795 -21.70097 3.64652
C -25.23112 -20.82025 0.03722
C -26.80357 -20.05974 6.02782
C -23.18527 -19.39372 9.21530
C -25.34453 -14.82701 8.22415
C -31.94337 -10.12488 7.07102
C -33.44780 -21.56857 4.01165
C -28.39901 -6.02758 9.85559
C -28.07803 -9.55690 9.27663
C -30.82093 -17.36689 7.33033
H -23.61603 -16.87200 10.95528
H -27.30864 -8.49318 2.48212
H -22.45181 -15.01080 6.43575
H -29.60430 -17.85076 9.07624
H -32.33019 -16.83524 2.74045
H -25.90442 -24.46444 10.30085
H -26.91981 -10.78593 4.78573
H -26.55911 -14.63303 4.87028
H -22.11205 -11.99977 10.03816
H -24.33005 -16.98766 12.67924
H -30.79457 -16.31480 7.61409
H -31.26390 -16.08496 10.14895
H -27.50432 -5.63235 9.37454
H -26.22462 -8.39530 3.87901
H -27.70956 -23.18676 3.37825
H -24.17078 -20.60304 -0.09162
H -25.82516 -13.32179 5.93366
H -24.61889 -23.25997 4.69234
H -21.14602 -8.52636 11.22573
H -27.69844 -20.08482 0.87933
H -25.07770 -20.29301 3.53005
H -20.53512 -10.94065 8.34925
H -31.39087 -10.77919 7.74535
H -33.00898 -23.46915 4.68021
H -26.40061 -10.12655 12.04698
H -24.65011 -16.02082 5.07855
H -30.41851 -21.04518 2.95534
H -26.93945 -16.83987 4.77771
H -30.85317 -20.09431 5.72300
H -32.55518 -19.84367 5.91409
H -25.79402 -17.87935 5.43168
H -33.24230 -16.90127 12.12477
H -23.60311 -19.98811 8.40277
H -22.37428 -10.48411 10.79594
H -29.28944 -11.62339 6.17973
H -28.41587 -22.94271 8.12748
H -25.91356 -19.83351 6.61501
H -33.64558 -20.64906 11.79236
H -24.00825 -18.89265 13.99139
H -34.08016 -21.43108 4.88876
H -25.01870 -21.85337 2.72033
H -25.82121 -12.30536 11.00846
H -29.89068 -7.88443 4.17110
H -22.48029 -23.43979 7.08907
H -23.79030 -13.94666 6.25312
H -30.23363 -18.82255 3.66388
H -20.52015 -7.17583 8.01496
H -31.86211 -20.18328 9.77761
H -27.80892 -11.19777 11.72974
H -25.81249 -15.32688 9.07224
H -25.46847 -19.37215 13.05403
H -27.29540 -19.99163 2.62693
H -31.45668 -17.72797 1.61975
H -25.13223 -17.51631 11.15085
H -24.07764 -20.50315 13.19192
H -26.37328 -17.26945 7.71663
H -28.17236 -10.44025 8.66248
H -31.85026 -10.69708 4.93283
H -27.30092 -22.77368 1.13987
H -23.58146 -20.72697 10.99757
H -21.99479 -18.22154 13.26078
H -18.57119 -8.31600 9.33844
H -34.01561 -19.57941 13.01558
H -30.39528 -15.58776 1.97248
H -33.86578 -21.27058 3.05009
H -31.83189 -21.60858 6.18249
H -31.71701 -22.91946 1.91651
H -31.10659 -23.80517 3.42537
H -33.70553 -23.55630 3.07841
H -31.71694 -17.67610 6.79214
H -32.49495 -19.83378 2.46090
H -28.34119 -18.86516 4.97772
H -23.32921 -15.57454 8.84815
H -28.36720 -18.75620 6.59570
H -25.68920 -13.79568 8.14891
H -22.13025 -19.65762 9.28869
H -28.31696 -24.23982 9.37757
H -25.51454 -21.87075 0.10218
H -27.34086 -7.21836 3.74236
H -21.73413 -17.97059 11.55787
H -23.82074 -20.41274 2.34531
H -33.31913 -19.22007 3.82380
H -23.39230 -21.99946 6.70272
H -30.31325 -15.77320 3.61568
H -27.72160 -16.29734 7.30983
H -26.48103 -20.48302 5.07656
H -26.56053 -11.68366 9.44948
H -29.24446 -16.85073 2.60582
H -28.67453 -21.83240 1.91925
H -27.38178 -20.67630 6.71603
H -21.63376 -19.68537 12.32630
H -25.15100 -10.94822 10.05859
H -29.31250 -5.74357 9.33313
H -22.81451 -23.24107 4.57873
H -27.46455 -13.97017 6.25136
H -24.86254 -19.84394 10.53255
H -23.60569 -24.64354 5.08623
H -18.95139 -9.62984 10.52910
H -25.76030 -20.18179 -0.67021
H -20.38460 -7.40346 10.37665
H -24.22722 -16.82247 6.61880
H -24.30141 -18.54074 1.19253
H -25.91072 -18.41504 0.47893
H -20.08513 -8.64001 6.98794
H -27.11646 -7.72973 11.80438
H -30.00791 -17.27627 6.60999
H -31.32331 -17.96322 4.69736
H -29.07145 -7.93830 8.05321
H -28.40853 -5.64309 10.87548
H -25.83642 -18.26965 2.20614
H -21.69880 -8.29673 7.48949
H -23.44330 -13.88727 8.71778
H -31.90348 -9.05996 5.14133
H -32.04294 -9.20468 7.64671
H -34.87671 -19.44138 11.39656
H -26.15830 -23.45635 6.30293
H -22.16241 -10.18336 8.48851
H -32.96691 -10.49898 7.09394
H -18.70301 -10.01469 8.81677
H -30.11824 -21.94839 4.30868
H -30.35742 -19.21908 8.27955
H -22.04397 -7.62043 9.93216
H -23.19785 -17.99912 8.00873
H -23.26909 -23.89005 9.32615
H -20.47784 -12.34312 11.14506
H -28.27775 -24.58630 7.63405


(6)
17
Properties=species:S:1:pos:R:3 method="wB97M-V/def2-TZVPD" homo_lumo_gap_ev="5.903 / 8.203" total_charge=0 s_squared=2.00 largest_force_ev_per_a=3.57 multiplicity=3
Yb 3.18490 1.05567 -1.09180
Mg -1.07789 0.38193 0.76050
O 0.46682 -0.80127 1.59775
O -2.84517 1.00702 0.42983
O -1.72439 -1.28754 -0.34614
O 2.54893 -0.32705 0.82996
O 0.78563 0.78806 0.10679
C -0.90713 -2.22416 -0.90664
C 1.32408 -0.05866 0.97596
C -2.94840 -0.92565 -1.01141
C -3.68335 0.01928 -0.06587
H -1.40476 -3.01915 -1.46457
H -4.53733 0.43598 -0.63480
H -2.67803 -0.42573 -1.95400
H -3.52312 -1.83848 -1.22303
H -4.11699 -0.58942 0.75493
H 0.17543 -2.12358 -0.91332


(7)
76
Properties=species:S:1:pos:R:3 method="wB97M-V/def2-TZVPD" homo_lumo_gap_ev="6.537 / 7.043" total_charge=+1 s_squared=3.78 largest_force_ev_per_a=0.33 multiplicity=4
Tc 0.20943 -0.89120 0.33920
Cl 5.51168 -2.31639 -1.70376
Cl 1.82206 -6.20427 -1.48368
Cl -0.10790 -4.35923 -0.01994
Cl 3.58804 -0.35221 -0.38105
Cl 4.64522 -5.22596 -2.31107
S 0.62102 -2.75350 -4.13464
O -1.15268 1.08565 -2.62369
O 0.67311 0.18332 -1.60381
N -1.80433 -0.23307 2.45960
N -0.40081 2.05345 4.03280
N -0.13678 -1.85220 2.13518
N 1.78105 2.18255 3.13583
N 1.17353 3.50773 4.87123
N -1.36845 -1.75478 -0.89167
N 1.30203 0.48482 1.43587
N -1.39181 0.19622 1.26585
C 0.11701 3.64395 -2.85902
C -4.07019 2.65357 0.56389
C -1.95126 3.60825 -0.03823
C 2.29529 -4.58841 -1.14754
C 0.68305 2.56020 -2.18605
C -1.31477 2.44207 0.36103
C -1.44894 -1.86349 4.15867
C 1.73018 -2.34586 -0.28290
C -1.26144 -2.02714 -2.20822
C 0.78815 4.85212 -2.89007
C -2.05688 1.37590 0.85697
C -3.60635 -2.60951 -0.92434
C 1.42647 -3.69398 -0.52261
C 3.02863 -1.97836 -0.64295
C 0.61273 -2.85114 2.66076
C -0.07692 1.30484 -2.18725
C 0.36866 -3.39293 3.89111
C -3.44185 1.48857 0.96975
C -3.50245 -2.87489 -2.28105
C 1.91039 2.68459 -1.53983
C -1.13633 -1.31781 2.89319
C -2.52788 -2.04748 -0.27971
C 2.01179 4.98024 -2.24223
C -2.32067 -2.57420 -2.92484
C 2.56985 3.90305 -1.56729
C -0.70490 -2.89579 4.64979
C 0.89885 -0.76802 -2.60904
C 0.00856 -1.75910 -2.87715
C 3.94043 -2.84571 -1.24623
C -3.33037 3.71590 0.05704
C 2.02534 -1.79754 -4.29799
C 0.83592 2.55838 3.99236
C 2.05215 -0.75451 -3.42241
C 1.50059 1.28486 2.25202
C 3.56419 -4.15508 -1.52190
H -3.82855 4.62340 -0.25655
H -1.36295 4.43501 -0.41563
H -2.20507 -2.74451 -3.98595
H -0.23481 2.36980 0.32047
H -2.57781 -1.83640 0.77754
H 2.33906 1.84050 -1.02154
H 2.10966 3.87123 4.83530
H -0.93104 -3.31893 5.61941
H -5.14662 2.73376 0.64179
H 3.52324 4.00963 -1.06749
H -2.27238 -1.42691 4.70504
H -1.08246 2.41399 4.67744
H 2.85471 -0.03679 -3.33428
H 0.36238 5.69417 -3.41855
H 2.77443 -2.06448 -5.02599
H -0.83879 3.51984 -3.35052
H 1.43088 -3.19845 2.05023
H 2.53518 5.92714 -2.26802
H -4.33059 -3.30408 -2.82871
H 0.99694 -4.19273 4.25291
H -4.00825 0.65997 1.37273
H 0.53828 3.84985 5.56810
H -0.72225 1.33911 3.38898
H -4.50460 -2.83064 -0.36667